# 1
{
  "formula": "C2F12K6N3O18S8",
  "method": "ωB97M-V with the def2-TZVPD basis set",
  "charge": 1,
  "elements": ["K", "K", "K", "K", "K", "K", "N", "S", "O", "O", "F", "S", "O", "O", "F", "N", "S", "O", "O", "F", "S", "O", "O", "F", "N", "S", "O", "O", "F", "S", "O", "O", "F", "C", "F", "F", "F", "S", "O", "O", "O", "C", "F", "F", "F", "S", "O", "O", "O"],
  "positions_angstrom": [[4.72246, 1.69949, 4.15322], [-7.65349, 5.85678, -0.60802], [-3.24205, 6.64194, 6.21170], [-3.05487, 4.29275, -6.33982], [2.31618, 6.43450, -2.80383], [-0.16459, -5.79391, -3.86566], [-1.32808, 1.66867, 10.94317], [-2.53276, 2.27944, 11.59728], [-3.25590, 1.39215, 12.43200], [-3.18993, 3.41827, 10.93631], [-1.58793, 2.94564, 12.78331], [-2.13372, 0.91535, 9.71110], [-2.34464, 1.75733, 8.54173], [-3.16913, -0.08117, 10.03131], [-0.92526, -0.07031, 9.25495], [6.07563, -3.61828, 2.87043], [7.42602, -4.03333, 2.33877], [7.62780, -3.83297, 0.90364], [8.05995, -5.08321, 3.11364], [8.17456, -2.64884, 2.81381], [5.28914, -4.83945, 1.94168], [5.68281, -6.20387, 2.17371], [4.77507, -4.43180, 0.65970], [3.95180, -4.77097, 2.79945], [3.89800, 2.05807, -5.75591], [3.83964, 0.64170, -5.26871], [5.11428, -0.08473, -5.35563], [2.57695, -0.07856, -5.50749], [3.97880, 1.06846, -3.63382], [3.55345, 1.65469, -7.39895], [2.20616, 2.14491, -7.81245], [4.08539, 0.40881, -7.97641], [4.63347, 2.70740, -8.02306], [-2.34667, 0.09813, 0.96866], [-2.26565, -0.35460, 2.22379], [-1.46483, -0.59817, 0.20190], [-3.59354, -0.14190, 0.60449], [-1.90785, 2.02556, 0.76268], [-1.89061, 2.27098, -0.70104], [-2.98990, 2.84218, 1.39021], [-0.57641, 2.19576, 1.35222], [-5.68822, -1.35066, -8.71373], [-6.36859, -0.15778, -8.82245], [-6.25397, -2.21007, -9.52710], [-4.39534, -1.13966, -9.02304], [-5.86279, -1.87840, -6.90448], [-5.61839, -0.70801, -6.03043], [-7.30174, -2.36165, -6.89832], [-4.88069, -2.94667, -6.74446]]
}

=====

# 2
{
  "formula": "C20H22NO2",
  "method": "ωB97M-V with the def2-TZVPD basis set",
  "smiles": "CCOC(=O)[C@H]([n+]1ccccc1)[C@@]1(c2ccccc2)C=CCC1",
  "charge": 1,
  "elements": ["C", "C", "C", "C", "C", "C", "C", "C", "C", "C", "C", "H", "H", "H", "H", "H", "H", "H", "H", "H", "H", "H", "C", "C", "O", "C", "C", "N", "C", "C", "C", "C", "C", "O", "H", "H", "H", "H", "H", "H", "H", "H", "H", "H", "H"],
  "positions_angstrom": [[-1.34833, -1.29412, 1.50936], [-2.77211, -0.72417, 1.68085], [-2.57645, 0.75895, 1.55663], [-1.33549, 1.09035, 1.13813], [-0.49250, -0.15430, 0.89356], [0.94190, -0.09786, 1.47790], [1.54804, 1.11464, 1.81550], [2.91468, 1.13448, 2.10887], [3.64346, -0.05609, 2.11786], [2.99710, -1.27621, 1.91177], [1.63534, -1.29845, 1.61446], [-0.96949, -1.50889, 2.51518], [-1.29251, -2.22091, 0.92474], [-3.45509, -1.12833, 0.92005], [-3.18795, -1.01402, 2.65525], [-3.39190, 1.45001, 1.76319], [-0.90085, 2.07906, 0.99078], [0.96384, 2.03886, 1.84316], [3.39828, 2.09419, 2.29953], [4.72053, -0.02855, 2.29003], [3.54843, -2.21584, 1.95006], [1.10956, -2.24885, 1.47494], [4.16591, 0.29228, -1.62806], [2.88388, 1.07146, -1.56281], [1.86778, 0.06789, -1.30140], [0.64900, 0.60515, -1.11978], [-0.36053, -0.38238, -0.58515], [-1.63000, -0.25561, -1.37218], [-2.22941, 0.94529, -1.60456], [-3.54310, 1.01126, -2.04789], [-4.26036, -0.16363, -2.26344], [-3.60690, -1.38017, -2.09207], [-2.30518, -1.40392, -1.63387], [0.42643, 1.78498, -1.35097], [5.02118, 0.96378, -1.51610], [4.21754, -0.47472, -0.84575], [4.24335, -0.18679, -2.61081], [2.89802, 1.81092, -0.75251], [2.63657, 1.56361, -2.51203], [-0.00380, -1.40925, -0.76097], [-1.64929, 1.83723, -1.39605], [-3.97417, 1.99732, -2.19718], [-5.30412, -0.12713, -2.56870], [-4.08742, -2.33804, -2.28790], [-1.75387, -2.32345, -1.44163]]
}

=====

# 3
{
  "formula": "Cu3F3O4S",
  "method": "ωB97M-V with the def2-TZVPD basis set",
  "charge": -2,
  "elements": ["Cu", "Cu", "Cu", "F", "F", "F", "S", "O", "O", "O", "O"],
  "positions_angstrom": [[1.01539, 2.44429, -1.68251], [3.17388, 0.68854, 1.44922], [0.29010, 1.10019, 0.82177], [-0.89095, 3.04231, -0.18520], [1.74531, 0.36910, -0.94912], [1.31390, -0.31002, 2.26919], [-1.28023, -1.51035, -0.38384], [-1.80379, -0.67584, 0.68139], [-2.42051, -2.23474, -0.87040], [-0.81427, -0.50065, -1.28948], [-0.32883, -2.41283, 0.13899]]
}

=====

Looking at HOMO-LUMO gap for the records above, in order, we have 3.6, 7.9, 2.5 eV.
Looking at calculated total energy for the records above, in order, we have -260624.5445, -26675.7157, -161091.9042 eV.
Looking at HOMO energy for the records above, in order, we have -9.0685, -12.0362, 0.8109 eV.